Here is a 10-piece molecular cluster, C44H60O10S2 overall at a distorted geometry from the OMol25 dataset. Energies are from ωB97M-V/def2-TZVPD.

Expectation value of S²: 0.76
Frontier orbital gap (spin up / spin down), eV: 7.1 / 2.3
E_LUMO (spin up / spin down), eV: -3.6 / -8.5
Total charge: +1
E_HOMO (spin up / spin down), eV: -10.75 / -10.75
Spin multiplicity: 2
E, Ha: -3260.80729

Each line ends with the Mulliken charge.
Element x y z (Å)
C1 -0.469 1.074 0.428  -1.10
S1 -0.788 0.451 -1.276  0.54
O1 -0.028 1.456 -2.245  -0.63
C2 0.356 -1.009 -1.392  -0.49
H1 -1.378 1.003 1.025  0.24
H2 -0.016 2.051 0.595  0.53
H3 0.083 0.335 1.008  0.38
H4 1.123 -0.995 -0.617  0.09
H5 0.887 -0.954 -2.342  0.19
H6 -0.097 -1.998 -1.445  0.32
C3 -2.556 3.825 -1.369  -0.87
S2 -4.196 3.518 -0.477  0.47
O2 -4.223 2.218 0.443  -0.13
C4 -4.085 4.812 0.778  -0.50
H7 -2.612 4.845 -1.750  0.52
H8 -2.491 3.224 -2.276  0.36
H9 -1.595 3.747 -0.860  0.27
H10 -4.803 4.919 1.590  0.42
H11 -3.903 5.805 0.368  0.49
H12 -3.199 4.741 1.409  -0.15
C5 0.970 0.561 6.509  -0.75
C6 0.176 0.032 5.447  -0.16
C7 0.782 -0.370 4.243  -0.11
C8 2.155 -0.101 4.078  -0.34
C9 2.915 0.355 5.148  -0.55
C10 2.356 0.707 6.393  -0.52
H13 0.614 0.877 7.478  0.39
H14 -0.889 0.066 5.620  0.37
H15 0.100 -0.662 3.457  0.38
H16 2.773 -0.213 3.199  0.44
H17 3.956 0.594 4.986  0.37
H18 2.978 0.995 7.227  0.42
C11 -4.095 -1.608 -2.237  -0.60
C12 -5.194 -2.370 -1.984  -0.40
C13 -5.271 -3.670 -2.450  -0.69
C14 -4.064 -4.315 -2.777  -0.45
C15 -2.886 -3.566 -3.037  -0.47
C16 -2.960 -2.210 -2.765  0.25
H19 -4.041 -0.538 -2.107  0.46
H20 -6.099 -1.863 -1.682  0.39
H21 -6.216 -4.182 -2.557  0.40
H22 -4.177 -5.357 -3.039  0.43
H23 -2.020 -4.031 -3.483  0.45
H24 -2.174 -1.490 -2.939  0.25
C17 -0.919 4.480 3.123  0.38
C18 -1.337 5.730 3.551  -0.40
C19 -0.749 6.284 4.675  -0.65
C20 0.004 5.463 5.515  -0.42
C21 0.447 4.224 5.098  -0.35
C22 -0.011 3.719 3.877  -0.33
H25 -1.171 4.116 2.138  0.04
H26 -2.078 6.319 3.031  0.30
H27 -1.048 7.233 5.095  0.32
H28 0.303 5.825 6.488  0.36
H29 1.133 3.578 5.625  0.39
H30 0.266 2.736 3.525  0.36
C23 0.638 -0.972 -5.610  -0.28
C24 0.932 -1.725 -6.754  -0.36
C25 1.709 -1.314 -7.790  -0.65
C26 2.205 0.036 -7.687  -0.24
C27 1.963 0.834 -6.600  -0.79
C28 1.149 0.299 -5.571  0.26
H31 0.209 -1.343 -4.690  0.26
H32 0.612 -2.753 -6.841  0.32
H33 1.959 -1.891 -8.668  0.42
H34 2.834 0.253 -8.538  0.32
H35 2.497 1.770 -6.667  0.33
H36 1.013 0.914 -4.693  0.43
O3 7.396 -1.414 -0.304  -0.59
C29 6.211 -1.673 -0.703  0.44
O4 5.729 -1.368 -1.953  -0.38
C30 4.385 -1.521 -2.045  0.37
C31 4.035 -2.313 -0.787  0.04
C32 5.141 -2.463 0.133  -0.44
H37 4.158 -2.026 -2.984  0.32
H38 3.944 -0.526 -1.986  -0.35
H39 3.790 -3.316 -1.139  0.14
H40 3.262 -1.915 -0.130  -0.06
H41 5.480 -3.499 0.114  0.23
H42 4.937 -2.213 1.174  0.29
O5 -1.178 -3.647 0.250  -0.40
C33 -0.943 -4.884 0.389  0.36
O6 -1.838 -5.752 0.669  -0.35
C34 -1.443 -7.113 0.767  -0.36
C35 0.025 -7.093 0.440  -0.64
C36 0.409 -5.596 0.407  -0.23
H43 -1.878 -7.771 0.015  0.26
H44 -1.634 -7.508 1.765  0.29
H45 0.163 -7.490 -0.566  0.27
H46 0.736 -7.646 1.053  0.34
H47 0.942 -5.348 -0.510  0.18
H48 1.122 -5.327 1.186  0.34
O7 -3.526 -0.338 5.553  -0.63
C37 -3.647 -0.696 4.352  0.53
O8 -2.854 -1.626 3.768  -0.35
C38 -2.935 -1.825 2.384  0.31
C39 -4.011 -0.870 2.000  0.05
C40 -4.489 -0.015 3.254  -0.51
H49 -3.250 -2.860 2.249  0.09
H50 -2.013 -1.607 1.845  -0.18
H51 -4.844 -1.319 1.458  0.47
H52 -3.602 -0.284 1.178  -0.17
H53 -5.568 -0.133 3.357  0.35
H54 -4.189 1.033 3.237  0.13
O9 3.509 3.066 0.371  -0.64
C41 3.591 3.485 -0.803  0.39
O10 4.290 4.514 -1.078  -0.35
C42 4.181 4.930 -2.452  -0.46
C43 3.737 3.610 -3.102  -0.43
C44 2.967 2.872 -2.057  0.74
H55 5.212 5.240 -2.620  0.27
H56 3.680 5.879 -2.644  0.26
H57 4.604 3.084 -3.503  0.28
H58 3.060 3.761 -3.943  0.29
H59 2.960 1.785 -1.976  -0.25
H60 1.931 3.211 -2.040  -0.14

Cartesian forces (eV/Å) of the 2 atoms listed first:
C -0.40 -1.23 1.08
S 3.00 1.58 -1.63

***

Here is C44H61IrN7OS2SbSi3Te as an isolated structure at a distorted geometry from the OMol25 dataset. Energies are from ωB97M-V/def2-TZVPD.

Expectation value of S²: 0.76
Energy relative to the best compared isomer or geometry (same formula, charge and spin), kJ/mol: 0.0
Frontier orbital gap (spin up / spin down), eV: 6.0 / 6.5
E_LUMO (spin up / spin down), eV: -3.1 / -3.2
Total charge: +1
E_HOMO (spin up / spin down), eV: -9.15 / -9.72
Spin multiplicity: 2
E, Ha: -4449.06339

Each line ends with the Mulliken charge.
Element x y z (Å)
Ir1 0.365 0.620 1.474  1.25
C1 1.229 4.613 -3.588  -0.99
C2 1.885 3.247 -3.459  -0.37
N1 2.439 3.037 -2.128  -0.18
C3 1.819 2.363 -1.130  0.19
S1 2.918 2.271 0.235  -0.37
N2 0.634 1.897 -1.395  -1.07
N3 -0.025 1.088 -0.511  0.89
C4 -1.175 0.657 -0.960  1.63
C5 -1.721 0.915 -2.325  -2.20
C6 -1.957 -0.166 -0.034  0.48
C7 -3.166 -0.751 -0.393  -1.13
C8 -3.848 -1.513 0.537  -1.06
C9 -3.301 -1.675 1.799  -1.14
C10 -2.080 -1.094 2.087  -0.14
N4 -1.419 -0.348 1.196  1.57
H1 0.836 4.755 -4.595  0.38
H2 1.943 5.415 -3.394  0.33
H3 0.405 4.713 -2.879  0.16
H4 2.692 3.124 -4.182  0.43
H5 1.161 2.456 -3.635  0.12
H6 3.228 3.605 -1.862  0.23
H7 -2.759 1.232 -2.255  0.62
H8 -1.688 -0.004 -2.915  0.36
H9 -1.148 1.677 -2.838  0.15
H10 -3.568 -0.597 -1.382  0.61
H11 -4.796 -1.966 0.282  0.54
H12 -3.801 -2.251 2.563  0.59
H13 -1.615 -1.205 3.053  0.20
C11 1.964 -3.826 3.500  -1.14
Sb1 0.706 -2.926 1.986  -0.72
C12 2.118 -1.197 1.933  1.27
C13 1.932 -0.553 3.220  -0.36
C14 2.845 -0.532 4.289  -0.79
C15 2.422 -0.092 5.521  -0.82
C16 1.115 0.368 5.697  -1.32
C17 0.301 0.445 4.597  -0.67
N5 0.719 0.023 3.390  0.90
Si1 3.864 -1.207 1.188  0.14
C18 4.730 -2.814 1.660  -0.98
C19 5.002 0.107 1.923  -1.40
C20 3.719 -1.013 -0.675  -0.72
C21 0.551 -4.768 0.650  2.93
C22 0.111 -4.084 -0.598  -1.73
C23 -0.527 -4.690 -1.686  -0.81
C24 -0.770 -3.956 -2.829  -1.51
C25 -0.359 -2.631 -2.892  -1.48
C26 0.253 -2.094 -1.777  -0.37
N6 0.463 -2.788 -0.659  0.97
Si2 -0.756 -5.872 1.520  0.63
C27 0.001 -7.016 2.797  -1.14
C28 -2.058 -4.836 2.401  -1.10
C29 -1.740 -6.958 0.341  -1.28
Si3 2.114 -5.740 0.104  0.36
C30 3.005 -6.637 1.493  -1.32
C31 3.248 -4.541 -0.784  -0.61
C32 1.698 -7.060 -1.172  -1.21
H14 2.216 -3.052 4.226  0.53
H15 2.887 -4.226 3.094  0.07
H16 1.427 -4.619 4.018  0.51
H17 3.847 -0.910 4.141  0.40
H18 3.105 -0.103 6.360  0.50
H19 0.755 0.682 6.666  0.51
H20 -0.706 0.841 4.646  0.58
H21 4.941 -2.816 2.732  0.40
H22 5.691 -2.850 1.140  0.43
H23 4.197 -3.731 1.425  -0.10
H24 4.487 0.912 2.439  0.40
H25 5.606 0.549 1.129  0.44
H26 5.693 -0.348 2.636  0.46
H27 2.809 -1.471 -1.059  -0.16
H28 4.569 -1.475 -1.180  0.64
H29 3.705 0.047 -0.935  0.16
H30 -0.795 -5.733 -1.644  0.80
H31 -1.251 -4.424 -3.679  0.47
H32 -0.497 -2.040 -3.786  0.65
H33 0.625 -1.077 -1.771  0.50
H34 0.748 -6.542 3.432  0.33
H35 0.461 -7.895 2.346  0.29
H36 -0.808 -7.366 3.443  0.44
H37 -1.689 -4.335 3.297  0.35
H38 -2.871 -5.501 2.702  0.55
H39 -2.469 -4.076 1.737  0.08
H40 -1.127 -7.564 -0.326  0.36
H41 -2.443 -6.385 -0.264  0.37
H42 -2.328 -7.647 0.954  0.40
H43 2.958 -6.150 2.463  0.36
H44 4.059 -6.722 1.216  0.48
H45 2.622 -7.650 1.614  0.44
H46 3.258 -3.565 -0.310  -0.67
H47 2.918 -4.391 -1.815  0.39
H48 4.274 -4.914 -0.811  0.53
H49 0.978 -7.794 -0.810  0.31
H50 2.616 -7.604 -1.407  0.42
H51 1.323 -6.640 -2.105  0.33
O1 2.861 4.042 2.693  -0.56
S2 2.073 2.815 2.920  0.32
N7 2.074 1.794 1.592  -0.99
Te1 -1.072 2.897 2.178  0.92
C33 -2.697 3.216 0.865  0.59
C34 -2.489 3.567 -0.462  0.09
C35 -3.573 3.882 -1.270  -0.64
C36 -4.863 3.828 -0.761  -0.60
C37 -5.072 3.463 0.561  -0.67
C38 -3.990 3.161 1.377  -0.67
C39 -0.255 4.798 1.803  0.34
C40 0.501 5.064 0.671  0.47
C41 1.012 6.337 0.475  -0.95
C42 0.774 7.332 1.412  -0.62
C43 0.023 7.057 2.544  -0.70
C44 -0.492 5.785 2.749  -0.95
H52 -1.484 3.615 -0.867  0.10
H53 -3.409 4.171 -2.300  0.48
H54 -5.704 4.081 -1.392  0.43
H55 -6.075 3.428 0.964  0.44
H56 -4.157 2.896 2.413  0.43
H57 0.696 4.289 -0.054  0.28
H58 1.606 6.549 -0.404  0.46
H59 1.180 8.324 1.262  0.41
H60 -0.161 7.832 3.276  0.41
H61 -1.072 5.574 3.639  0.44

Cartesian forces (eV/Å) of the 2 atoms listed first:
Ir 0.60 0.33 -0.37
C -0.04 0.00 -0.02